Record 1
95
Properties=species:S:1:pos:R:3:forces:R:3:mulliken_charge:R:1 method="wB97M-V/def2-TZVPD" charge=+1 lumo_ha=-0.1815 homo_energy_ev=-12.207 e_tot_ev=-76738.146 relative_energy_kj_mol=498.9 orbital_gap_ev=7.27
C 0.122316 -3.837395 2.260132 -0.43 0.49 -0.14 -0.80
C -1.309040 -3.188569 2.419966 0.70 -1.29 -0.55 -0.32
O -1.235590 -1.988882 3.203703 -0.55 0.14 -1.11 -0.26
C -2.420011 -1.206215 3.002889 -0.62 0.51 0.56 -0.20
C -2.175050 0.266042 3.487110 -0.43 -0.74 0.59 -0.78
O -1.434513 1.084752 2.569696 -0.37 -0.53 -0.14 -0.39
C -2.185511 1.367268 1.381392 0.14 0.02 -0.67 -0.60
C -1.520576 0.760403 0.080436 -1.44 0.50 0.62 -0.58
O -0.085108 0.935950 0.110854 0.28 -0.74 0.41 -0.17
C 0.565005 -0.202524 0.616443 -1.33 -1.41 -0.96 -0.21
N 1.527718 0.137244 1.722585 -0.38 1.96 -2.30 0.86
C 2.206637 1.295451 1.563677 2.26 0.47 2.87 0.17
C 3.190896 1.654565 2.606056 -1.03 -2.60 1.05 -0.59
C 3.338056 0.712602 3.730806 -2.19 0.23 -3.04 -0.39
C 2.444343 -0.476184 3.667270 1.69 1.28 0.90 -0.02
N 1.584521 -0.735932 2.680340 1.41 0.35 1.54 -0.53
H 0.076595 -4.731362 1.578622 -0.13 0.77 0.83 0.42
H 0.761387 -3.085612 1.723354 -0.33 -0.73 0.71 0.11
H 0.576320 -4.118891 3.252184 -0.41 0.31 -1.01 0.05
H -1.668861 -2.986740 1.371227 0.12 0.03 0.95 0.26
H -2.024734 -3.925772 2.871615 0.52 0.71 -0.28 0.45
H -3.259954 -1.634812 3.620952 0.67 0.36 -0.48 0.42
H -2.781233 -1.244888 1.933069 0.53 0.08 0.88 0.18
H -1.626293 0.199259 4.466547 -0.22 0.23 -1.07 0.35
H -3.156798 0.764156 3.723036 0.74 -0.51 -0.34 0.38
H -3.222455 0.948704 1.481611 0.80 0.54 -0.31 0.44
H -2.231530 2.480466 1.235207 -0.01 -0.92 0.37 0.38
H -1.948344 1.351302 -0.776156 0.78 -0.61 0.65 0.31
H -1.832480 -0.301248 -0.090089 0.68 0.95 0.21 0.42
H -0.160445 -0.957275 1.030400 0.81 0.91 0.03 -0.09
H 1.085405 -0.737723 -0.230819 0.12 0.71 1.02 0.31
H 2.062588 1.981678 0.699573 -0.32 -1.14 0.68 0.42
H 3.807914 2.574889 2.567767 -0.66 -0.75 -0.18 0.41
H 4.048694 0.882206 4.565534 -0.67 -0.20 -0.74 0.44
H 2.522295 -1.214845 4.519401 -0.41 0.81 -1.36 0.07
C -5.857537 0.923309 -3.002894 -0.45 0.15 -0.52 -0.38
C -5.919562 1.497173 -1.615227 -0.44 0.50 0.16 -0.30
O -5.136795 0.574136 -0.857975 0.37 -0.22 -0.21 -0.29
C -4.290164 -0.041838 -1.724242 0.04 -0.30 -0.23 0.65
O -3.386557 -0.749186 -1.392427 -0.41 0.09 -0.09 -0.55
O -4.599696 0.249314 -3.008877 0.18 -0.06 0.60 -0.29
H -5.891608 1.690250 -3.775012 0.20 -0.14 -0.03 0.31
H -6.649116 0.194725 -3.191850 0.07 0.00 0.04 0.28
H -5.460743 2.486978 -1.549776 0.02 -0.06 -0.01 0.26
H -6.936542 1.553172 -1.230076 0.13 -0.13 0.14 0.28
C 1.989991 -3.369527 6.632241 -0.31 0.46 0.17 -0.18
C 3.235381 -3.585845 5.814896 0.37 0.34 -0.27 -0.29
O 3.639930 -4.895319 6.184685 -0.39 0.04 0.13 -0.35
C 2.530671 -5.548041 6.637495 -0.03 -0.64 0.16 0.55
O 2.483960 -6.709933 6.868856 -0.01 0.31 -0.10 -0.49
O 1.482070 -4.688664 6.786316 0.36 -0.07 -0.18 -0.34
H 1.263256 -2.729381 6.129841 -0.14 -0.20 0.05 0.21
H 2.204225 -2.954020 7.620229 0.03 -0.04 -0.03 0.30
H 3.038073 -3.568336 4.737842 -0.04 -0.05 0.01 0.32
H 4.016840 -2.860301 6.044452 0.10 -0.20 0.04 0.34
C 2.000736 4.304858 -1.354774 0.41 -0.18 0.34 -0.41
C 0.844945 3.583898 -1.991355 -0.24 -0.62 0.04 0.73
O 0.018791 4.649847 -2.448127 0.39 0.29 0.06 -0.29
C 0.814542 5.740690 -2.607174 -0.42 0.31 -0.04 0.57
O 0.471921 6.750184 -3.131247 0.06 -0.21 0.22 -0.57
O 2.055698 5.523669 -2.086792 -0.35 -0.08 -0.07 -0.36
H 2.938267 3.754887 -1.444551 0.04 0.21 -0.13 0.39
H 1.822703 4.534115 -0.299423 -0.05 0.05 -0.04 0.34
H 1.150737 2.980350 -2.849567 0.02 0.05 0.03 0.06
H 0.307032 2.949848 -1.287053 -0.13 0.10 -0.11 -0.40
C 2.850956 6.185164 -5.057042 -0.16 0.23 0.46 -0.06
C 3.538264 7.183404 -5.945276 0.04 0.60 0.06 -0.39
O 4.254822 6.353590 -6.859261 -0.29 -0.48 0.11 -0.35
C 3.626062 5.151574 -6.895243 0.30 -0.16 -0.45 0.53
O 3.866252 4.286956 -7.677376 -0.15 0.09 0.26 -0.50
O 2.680978 5.058822 -5.918163 0.35 0.11 -0.24 -0.16
H 1.893356 6.542273 -4.692610 0.03 -0.11 -0.20 0.14
H 3.467505 5.888891 -4.205379 0.04 0.01 -0.09 0.22
H 2.832832 7.800472 -6.506872 0.01 -0.07 0.01 0.26
H 4.216839 7.834199 -5.395828 0.11 -0.11 -0.17 0.33
C -1.277212 -8.050354 2.911820 0.41 -0.43 0.24 -0.28
C -2.563183 -7.587312 3.537098 -0.28 -0.27 0.56 -0.33
O -2.843340 -6.382152 2.826773 0.28 0.00 -0.36 -0.32
C -2.205089 -6.460143 1.628766 -0.13 0.23 -0.56 0.69
O -2.366265 -5.693023 0.727592 0.12 -0.24 0.46 -0.53
O -1.361362 -7.522847 1.588986 -0.32 0.38 0.07 -0.32
H -1.187776 -9.135404 2.892664 0.02 0.08 -0.21 0.31
H -0.396337 -7.630536 3.404266 -0.05 0.01 -0.02 0.21
H -3.384175 -8.290295 3.377623 0.04 0.04 -0.04 0.27
H -2.464125 -7.395996 4.604723 -0.07 0.18 -0.10 0.30
C 0.814182 2.527653 -6.078988 -0.01 0.58 0.12 0.33
C 1.875172 1.621477 -6.638001 0.60 0.10 -0.11 -0.29
O 1.157398 0.414620 -6.890765 -0.41 0.18 0.11 -0.36
C -0.153956 0.745560 -7.040258 -0.32 -0.38 -0.22 0.58
O -0.996217 -0.000886 -7.422768 0.18 0.19 0.12 -0.52
O -0.375582 2.044062 -6.693876 0.18 -0.40 -0.03 -0.39
H 0.983896 3.571105 -6.329742 -0.19 -0.10 -0.05 0.29
H 0.712093 2.434494 -4.992916 -0.02 -0.06 -0.02 -0.28
H 2.289186 1.992406 -7.577797 -0.02 0.04 0.08 0.25
H 2.691211 1.449144 -5.936972 -0.06 -0.18 -0.09 0.33

---

Record 2
84
Properties=species:S:1:pos:R:3:forces:R:3:mulliken_charge:R:1 method="wB97M-V/def2-TZVPD" smiles="c1cc[nH]c1.c1cc[nH]c1.c1cc[nH]c1.O=C1CCCO1.O=C1CCCO1.O=C1CCCO1.O=C1CCCO1.CO" lumo_ha=0.0065 homo_energy_ev=-7.818 e_tot_ev=-53663.394 relative_energy_kj_mol=262.0 orbital_gap_ev=7.99
C 5.158968 0.678701 0.524521 0.91 0.10 0.19 -0.43
C 5.557859 0.058121 1.746358 -0.25 0.86 0.53 -0.22
C 6.235376 1.014357 2.475075 0.92 0.53 -0.51 -0.62
N 6.379734 2.150066 1.674085 -0.29 -0.74 1.47 0.02
C 5.687279 1.959720 0.544796 -0.74 -0.43 -1.65 -0.55
H 4.752936 0.159395 -0.330968 -0.37 0.32 0.12 0.43
H 5.275677 -0.918018 2.112299 0.14 0.02 -0.11 0.41
H 6.757636 1.033351 3.420218 -0.23 -0.39 0.02 0.37
H 6.914171 2.969913 1.923740 -0.32 -0.20 -0.06 0.20
H 5.583205 2.731352 -0.203630 0.19 -0.06 0.03 0.40
C -5.098165 3.062922 0.235487 1.18 -0.69 0.25 -0.51
C -4.289761 3.172230 -0.907707 -0.10 0.48 -2.58 -0.18
C -3.131468 3.873127 -0.637647 -0.35 -0.03 -0.33 -0.65
N -3.170291 4.116157 0.671524 -0.41 -1.00 3.04 0.03
C -4.256884 3.444809 1.248671 -0.82 2.49 0.23 -0.64
H -6.145408 2.808551 0.305912 0.29 -0.50 0.04 0.42
H -4.559942 2.909814 -1.919899 -0.11 -0.16 0.04 0.41
H -2.279091 4.247928 -1.184789 -0.33 -0.22 -0.45 0.47
H -2.670430 4.803593 1.217122 0.45 -0.40 -0.29 0.23
H -4.555752 3.656974 2.264579 0.34 -0.06 0.11 0.43
C -1.741682 -4.325184 -6.508522 -0.33 -1.60 -0.32 -0.41
C -2.723226 -3.572169 -5.818475 1.52 0.34 -0.44 -0.37
C -2.206728 -3.395238 -4.559180 0.27 -0.56 0.60 -0.61
N -1.092611 -4.252128 -4.428861 -2.06 2.43 2.04 0.05
C -0.858906 -4.858832 -5.576605 1.12 0.58 -2.04 -0.38
H -1.774047 -4.451907 -7.580572 0.13 -0.52 0.11 0.36
H -3.568027 -3.174350 -6.361111 -0.01 0.43 0.59 0.37
H -2.440288 -2.638314 -3.825068 -0.16 -0.51 0.32 0.44
H -0.496854 -4.273074 -3.613547 -0.14 -0.08 -0.17 0.22
H 0.112486 -5.328853 -5.619949 -0.28 -0.48 -0.63 0.35
O 2.285318 -4.479919 -1.582623 2.05 -2.15 2.00 -0.65
C 2.850084 -5.209993 -0.732733 -2.22 5.15 -2.95 0.52
C 4.291073 -5.070951 -0.236412 0.22 -2.07 -0.33 -0.24
C 4.471338 -6.475376 0.415935 0.22 1.02 0.03 -0.49
C 3.021703 -6.854652 0.689505 0.09 -2.84 0.46 -0.44
O 2.103288 -6.051173 -0.043561 1.21 0.17 0.84 -0.31
H 5.009289 -4.953142 -1.047829 -0.35 0.39 -0.04 0.27
H 4.444319 -4.299470 0.518190 -0.47 0.19 -0.28 0.18
H 5.000836 -7.200630 -0.201918 -0.24 0.17 -0.27 0.27
H 5.059388 -6.382756 1.329018 -0.20 -0.14 0.08 0.29
H 2.768580 -7.826990 0.266882 0.47 -0.45 0.49 0.29
H 2.889886 -6.925533 1.769180 -0.83 0.58 -0.08 0.30
O 0.423919 5.325531 3.286955 2.41 -3.89 1.90 -0.64
C 0.947823 4.354202 3.916339 -2.05 4.20 -2.25 0.56
C 2.364828 3.820076 3.980329 -0.21 0.10 0.38 -0.28
C 2.317798 3.244956 5.371333 0.01 -2.32 2.05 -0.48
C 0.822635 3.058186 5.857727 1.77 1.36 -1.43 -0.35
O 0.181361 3.659886 4.762687 -2.19 0.31 -0.75 -0.35
H 2.538400 3.069377 3.209333 -0.37 -0.17 0.02 0.20
H 3.219058 4.490511 3.885895 -0.62 0.57 -0.15 0.25
H 2.700462 2.224438 5.385956 0.77 0.26 0.20 0.27
H 2.766613 3.860366 6.151035 0.57 -0.09 -0.41 0.34
H 0.453969 2.041402 5.993156 0.16 0.16 0.06 0.26
H 0.661931 3.725272 6.704642 -0.28 -0.53 0.30 0.21
O -6.493363 0.892910 4.376272 4.77 -3.40 -0.25 -0.63
C -5.476521 0.128419 4.211457 -3.62 2.78 -0.40 0.46
C -5.379602 -1.011935 3.173279 -0.37 0.96 1.54 -0.34
C -3.965604 -1.538973 3.393139 -0.37 -1.21 -0.91 -0.44
C -3.266892 -0.570201 4.303431 0.02 -0.89 0.08 -0.16
O -4.296914 0.270258 4.856165 0.16 0.59 -0.06 -0.32
H -6.135618 -1.720228 3.512214 -0.05 -0.11 -0.41 0.24
H -5.697910 -0.551516 2.237971 0.39 -0.37 -0.19 0.29
H -4.011573 -2.507532 3.891019 -0.15 -0.07 -0.15 0.23
H -3.376858 -1.683754 2.487310 -0.25 0.01 -0.12 0.26
H -2.774949 -1.145439 5.087769 -0.16 0.46 0.40 0.27
H -2.463701 -0.132678 3.710498 -0.36 1.30 0.41 0.13
O 1.331536 3.478573 -4.017258 -3.30 -0.63 -2.03 -0.63
C 0.367543 3.198011 -4.763293 3.56 -0.13 1.71 0.49
C -0.360328 1.845209 -4.831718 0.97 1.05 0.05 -0.19
C -1.265175 1.932908 -6.046657 -0.34 0.86 0.44 -0.51
C -0.978393 3.392685 -6.586917 -2.21 -1.05 0.01 -0.33
O -0.039577 4.020541 -5.732972 0.38 0.00 -0.51 -0.33
H 0.451632 1.124011 -4.924927 -0.30 -0.24 0.39 0.25
H -0.886974 1.808290 -3.878105 0.04 -0.68 -0.07 0.18
H -1.132198 1.180887 -6.824388 0.35 0.06 0.21 0.31
H -2.279860 1.805954 -5.669298 -0.17 0.29 -0.41 0.24
H -0.767669 3.292044 -7.651610 1.12 0.53 0.18 0.26
H -1.872497 4.015025 -6.550047 -0.12 -0.08 0.07 0.27
C -0.417484 -0.216371 0.388337 -0.91 -1.36 -1.07 -0.54
O -1.512695 -0.002528 -0.568874 0.83 0.57 1.54 -0.44
H -0.193858 0.638109 1.027031 0.32 0.22 -0.59 0.29
H -0.675298 -1.021628 1.076240 -0.32 -0.13 0.06 0.20
H 0.358101 -0.637499 -0.251356 0.69 0.59 0.52 0.24
H -1.736970 0.909814 -0.371593 -0.66 0.15 -0.48 0.25